Entry 1:
{
  "formula": "C4H13N2O2",
  "method": "wB97M-V/def2-TZVPD",
  "max_force_ev_per_a": 5.1,
  "homo_lumo_gap_ev": [3.64, 10.11],
  "e_above_lowest_kj_mol": 293.5,
  "homo_energy_ev": [-3.0, -9.6],
  "spin_multiplicity": 2,
  "symbols": ["O", "C", "C", "C", "C", "N", "N", "H", "H", "H", "H", "H", "H", "H", "H", "H", "H", "H", "H", "H", "O"],
  "coordinates": [[-2.60123, -1.59476, -1.55334], [-2.41147, -1.30741, -0.42105], [-1.02202, -0.73513, -0.07385], [0.34439, -1.32831, -0.42189], [1.35024, -0.24313, -0.69508], [1.64640, 0.53012, 0.56994], [-0.93267, -0.52476, 1.36500], [-3.02013, -1.68483, 0.30527], [-1.14118, 0.30059, -0.65224], [0.37590, -2.29623, -1.12735], [0.77948, -1.99941, 0.35161], [1.00403, 0.49452, -1.45644], [2.29387, -0.74169, -1.00574], [1.30266, -0.09227, 1.33081], [1.02296, 1.34889, 0.49849], [2.60732, 0.79776, 0.70315], [-1.32841, -1.26757, 1.84840], [-1.30788, 0.35855, 1.79297], [-0.06443, 3.22668, 0.31240], [0.67915, 3.71969, -1.15591], [0.42301, 3.03870, -0.51514]],
  "atomic_forces_ev_per_a": [[-1.3, -0.1, -2.2], [4.7, -0.8, -1.9], [-1.3, 2.6, 0.5], [0.0, -3.8, -1.4], [1.2, -0.5, -1.3], [-1.8, -1.6, -0.4], [0.5, 3.1, 0.6], [-2.2, -0.3, 2.8], [0.7, -1.7, 1.4], [-0.4, 2.8, 0.0], [-0.7, 1.0, 0.7], [0.4, -0.6, 0.6], [-0.5, 0.6, 0.0], [0.2, 0.9, 0.0], [0.0, 0.8, 0.6], [0.9, 0.4, 0.0], [-0.8, -1.7, 1.1], [0.4, -0.9, -1.0], [0.1, 1.0, -0.4], [-0.5, 0.6, 0.8], [0.4, -1.7, -0.3]],
  "lowdin_charge": [0.08, -0.23, -0.36, -0.20, -0.24, 0.10, -0.01, 0.09, 0.16, 0.16, 0.11, 0.11, 0.12, 0.10, 0.04, 0.07, 0.04, 0.07, -0.03, 0.02, -0.21]
}



Entry 2:
{
  "formula": "C4H13N2O2",
  "method": "wB97M-V/def2-TZVPD",
  "max_force_ev_per_a": 3.4,
  "homo_lumo_gap_ev": [4.61, 8.03],
  "e_above_lowest_kj_mol": 76.0,
  "homo_energy_ev": [-4.3, -7.7],
  "spin_multiplicity": 2,
  "symbols": ["N", "C", "C", "C", "O", "C", "N", "H", "H", "H", "H", "H", "H", "H", "H", "H", "H", "H", "H", "H", "O"],
  "coordinates": [[0.06036, 0.50434, 1.30116], [0.69885, -0.53977, 0.47580], [-0.39225, -1.40288, -0.03423], [-1.42802, -1.69588, 1.04575], [-1.24159, -1.11291, 2.21890], [1.55452, 0.14139, -0.62176], [1.73120, 1.56926, -0.42025], [-0.35857, -0.01590, 2.10493], [-0.67745, 0.94938, 0.75776], [0.75895, 1.22275, 1.48733], [1.31966, -1.15460, 1.10421], [-0.84401, -1.03502, -0.97510], [0.03573, -2.36705, -0.37589], [-2.12842, -2.52238, 0.91222], [2.53337, -0.27478, -0.55713], [1.15455, -0.13420, -1.58837], [1.06746, 2.19360, -0.85508], [2.67328, 1.88552, -0.61710], [-1.61042, 1.54169, -2.29338], [-2.90047, 0.95454, -1.61203], [-2.00672, 1.29290, -1.45777]],
  "atomic_forces_ev_per_a": [[2.2, 2.4, -1.2], [0.0, 0.7, -0.6], [-1.2, -2.0, -0.9], [0.4, 0.7, 0.1], [-1.0, -1.4, 0.9], [-0.2, 0.0, 0.2], [0.4, 0.5, 0.2], [-1.4, -1.2, 0.6], [-0.3, -0.1, 0.1], [0.0, 0.1, 0.0], [0.3, 0.1, 0.6], [0.1, 0.5, 0.3], [0.2, 0.2, 0.1], [0.1, 0.1, 0.1], [0.8, -0.5, -0.1], [-0.2, 0.1, -0.4], [0.0, -0.2, -0.2], [-0.3, -0.1, -0.1], [-0.3, -0.1, -0.3], [0.4, 0.1, -0.1], [0.0, 0.0, 0.5]],
  "lowdin_charge": [0.15, -0.31, -0.22, -0.30, -0.24, -0.21, -0.01, 0.04, 0.14, 0.13, 0.15, 0.09, 0.11, 0.07, 0.11, 0.11, 0.07, 0.08, 0.03, 0.05, -0.05]
}



Entry 3:
{
  "formula": "C4H13N2O2",
  "method": "wB97M-V/def2-TZVPD",
  "max_force_ev_per_a": 1.0,
  "charge": 1,
  "homo_lumo_gap_ev": 11.37,
  "e_above_lowest_kj_mol": 35.3,
  "homo_energy_ev": -14.2,
  "symbols": ["C", "C", "C", "C", "N", "O", "N", "H", "H", "H", "H", "H", "H", "H", "H", "H", "H", "H", "H", "H", "O"],
  "coordinates": [[-1.70488, -1.37041, -1.34566], [-0.30764, -0.84773, -1.16634], [0.00219, -0.19710, 0.16626], [1.26912, 0.64447, 0.16004], [1.72439, 0.99574, 1.36735], [1.83194, 0.94597, -0.89449], [0.02566, 0.07087, -2.33174], [-1.95084, -1.65210, -2.37107], [-2.45554, -0.65806, -1.01803], [-1.88732, -2.25952, -0.74343], [0.38205, -1.66701, -1.33064], [-0.84254, 0.38824, 0.50092], [0.13391, -0.99783, 0.88933], [1.06850, 0.94725, 2.15039], [2.44122, 1.70278, 1.41449], [-0.66509, 0.80447, -2.49482], [0.09566, -0.48620, -3.17898], [0.95890, 0.49260, -2.12130], [-0.19206, 0.36900, 4.48486], [0.03504, 1.83204, 4.11725], [0.03734, 0.94251, 3.74563]],
  "atomic_forces_ev_per_a": [[-0.8, -0.2, 0.3], [0.4, -0.2, -0.9], [0.1, -0.2, -0.2], [0.2, 0.0, 0.2], [-0.7, 0.2, -0.1], [0.5, 0.2, 0.2], [-0.6, -0.4, -0.5], [0.3, 0.0, 0.0], [-0.1, 0.3, 0.0], [0.2, 0.0, 0.1], [0.3, -0.2, 0.1], [-0.2, 0.4, 0.2], [-0.1, -0.1, 0.2], [0.4, -0.2, 0.1], [0.2, -0.1, -0.1], [0.0, 0.0, 0.1], [-0.2, 0.0, -0.1], [0.2, 0.4, 0.5], [0.0, -0.1, -0.1], [0.0, 0.0, 0.0], [-0.1, 0.2, 0.0]],
  "lowdin_charge": [-0.04, -0.33, -0.05, -0.48, 0.21, 0.04, 0.20, 0.09, 0.09, 0.10, 0.16, 0.14, 0.15, 0.07, 0.13, 0.18, 0.17, 0.10, 0.06, 0.06, -0.05]
}



Entry 4:
{
  "formula": "C4H13N2O2",
  "method": "wB97M-V/def2-TZVPD",
  "max_force_ev_per_a": 3.5,
  "charge": 1,
  "homo_lumo_gap_ev": 10.87,
  "e_above_lowest_kj_mol": 163.1,
  "homo_energy_ev": -13.9,
  "symbols": ["C", "C", "C", "C", "N", "O", "N", "H", "H", "H", "H", "H", "H", "H", "H", "H", "H", "H", "H", "H", "O"],
  "coordinates": [[-1.05669, 1.14679, -1.16627], [-0.38156, 1.75840, 0.09991], [0.35758, 0.79292, 0.98385], [-0.20181, -0.53652, 1.44955], [0.10402, -0.92729, 2.69369], [-0.36699, -1.37480, 0.54417], [-0.02528, 0.86456, -2.20957], [-1.97454, 1.72828, -1.45734], [-1.63454, 0.18819, -0.88623], [-1.22938, 2.30704, 0.56732], [0.34212, 2.52661, -0.12633], [0.61592, 1.34811, 1.91070], [1.37582, 0.59258, 0.70607], [-0.04616, -1.88982, 2.85957], [0.17534, -0.30871, 3.50677], [0.89016, 1.23311, -1.83047], [0.22635, -0.12194, -2.33182], [-0.16244, 1.43758, -3.04322], [0.59806, -1.41627, -0.83094], [1.47480, -2.43152, -1.83830], [1.14910, -1.50570, -1.62510]],
  "atomic_forces_ev_per_a": [[-2.0, -1.1, 1.8], [-1.8, -0.2, -0.8], [-0.3, 1.3, 3.2], [2.7, -0.8, -2.1], [-0.8, 1.2, 0.6], [-1.2, 0.2, 0.9], [1.3, 2.0, 0.8], [1.6, 0.2, -0.6], [1.6, 1.0, -0.4], [0.7, -0.6, 0.4], [0.1, 0.5, -0.6], [-0.4, 0.1, -0.3], [0.4, -0.5, -1.0], [-0.1, -1.0, 0.4], [-0.1, -0.3, -0.8], [-1.0, -0.4, -0.4], [-0.2, -0.9, -0.5], [-0.2, -0.7, -0.3], [-0.1, -1.1, 0.6], [-1.0, 1.8, 0.9], [1.0, -0.6, -1.5]],
  "lowdin_charge": [-0.15, -0.17, -0.13, -0.47, 0.20, 0.00, 0.18, 0.14, 0.15, 0.14, 0.12, 0.13, 0.13, 0.11, 0.14, 0.18, 0.10, 0.17, -0.02, 0.11, -0.09]
}



Entry 5:
{
  "formula": "C4H13N2O2",
  "method": "wB97M-V/def2-TZVPD",
  "max_force_ev_per_a": 1.8,
  "charge": 1,
  "homo_lumo_gap_ev": 11.48,
  "e_above_lowest_kj_mol": 103.9,
  "homo_energy_ev": -14.5,
  "symbols": ["O", "C", "N", "C", "N", "C", "C", "H", "H", "H", "H", "H", "H", "H", "H", "H", "H", "H", "H", "H", "O"],
  "coordinates": [[-1.71058, 1.32530, -1.03030], [-0.72783, 0.99280, -0.36700], [0.21504, 1.84854, 0.01216], [-0.68666, -0.43863, 0.24116], [-2.05064, -0.94110, -0.12624], [0.90183, -2.35022, 0.51466], [0.40257, -1.29649, -0.46694], [1.14395, 1.61590, 0.34934], [0.06849, 2.80476, -0.28254], [-0.57617, -0.40718, 1.31703], [-2.44872, -0.13515, -0.69553], [-2.70219, -1.18901, 0.61495], [-2.05694, -1.67020, -0.83197], [1.53931, -3.12769, 0.08776], [0.10472, -2.87787, 1.04369], [1.54947, -1.86896, 1.25188], [1.17760, -0.55484, -0.66686], [0.06126, -1.62508, -1.45002], [3.54864, 1.76522, 0.80563], [2.96173, 0.45441, 0.22368], [2.80787, 1.14837, 0.87042]],
  "atomic_forces_ev_per_a": [[0.2, -0.4, 0.0], [-0.5, 0.7, 0.9], [-0.1, 0.3, -0.5], [-0.1, -0.1, -1.8], [-0.7, -0.1, -0.5], [0.7, -0.5, -0.1], [-0.1, 0.9, 1.2], [0.0, -0.2, 0.4], [0.1, -0.1, -0.1], [0.1, 0.0, 0.1], [0.1, 0.5, 0.4], [0.2, 0.0, 0.2], [0.4, -0.6, 0.3], [-0.2, 0.1, -0.3], [-0.1, 0.2, -0.1], [-0.3, 0.1, 0.2], [0.3, -0.4, -0.2], [-0.1, -0.2, 0.1], [0.0, -0.2, 0.0], [0.5, 0.0, 0.0], [-0.2, 0.0, 0.0]],
  "lowdin_charge": [0.06, -0.47, 0.22, -0.18, 0.21, -0.08, -0.18, 0.06, 0.14, 0.16, 0.14, 0.18, 0.16, 0.09, 0.08, 0.08, 0.09, 0.13, 0.08, 0.05, -0.04]
}



Entry 6:
{
  "formula": "C4H13N2O2",
  "method": "wB97M-V/def2-TZVPD",
  "max_force_ev_per_a": 5.2,
  "charge": 1,
  "homo_lumo_gap_ev": 9.62,
  "e_above_lowest_kj_mol": 408.3,
  "homo_energy_ev": -13.0,
  "symbols": ["O", "C", "C", "C", "C", "N", "N", "H", "H", "H", "H", "H", "H", "H", "H", "H", "H", "H", "H", "H", "O"],
  "coordinates": [[-1.56536, 0.44930, -1.60957], [-0.42794, 0.41598, -1.16827], [0.01402, -0.98719, -0.83078], [0.33788, -1.32012, 0.65308], [1.16709, -0.17094, 1.42220], [2.38241, 0.09790, 0.58280], [-1.19464, -2.00825, -1.13579], [0.07073, 1.36048, -0.79179], [1.02848, -1.16375, -1.32666], [0.80349, -2.33952, 0.66305], [-0.78256, -1.32280, 1.13723], [1.66587, -0.75845, 2.25282], [0.64552, 0.75267, 1.35150], [3.08463, -0.49262, 0.91648], [2.58421, 1.07052, 0.67669], [-2.15457, -1.46293, -0.92090], [-1.29559, -2.14986, -2.10971], [-1.25694, -2.85528, -0.61462], [-0.47030, 3.32561, 2.38532], [-1.40858, 3.57925, 1.19058], [-0.60654, 3.07604, 1.43500]],
  "atomic_forces_ev_per_a": [[0.8, 1.0, -0.3], [-2.7, -0.3, 1.1], [2.1, -1.4, 1.1], [-2.8, 1.5, 1.3], [2.4, -4.0, -2.5], [-2.4, 0.3, -0.8], [-1.5, 4.2, 0.3], [0.1, -1.1, -0.7], [-1.7, -0.4, -0.2], [-0.4, 1.0, 0.4], [2.8, -0.4, -0.5], [-1.9, 1.7, 0.4], [-0.9, 0.5, 1.6], [1.7, -0.4, 0.3], [0.8, 0.4, 0.0], [2.7, -0.9, -0.4], [0.1, -0.6, -1.5], [0.7, -0.9, 0.5], [-0.1, -0.3, -1.3], [0.6, -0.4, 0.1], [-0.4, 0.6, 1.1]],
  "lowdin_charge": [0.05, -0.15, -0.23, -0.15, -0.19, 0.00, 0.21, 0.16, 0.17, 0.12, 0.16, 0.14, 0.07, 0.05, 0.07, 0.22, 0.14, 0.14, 0.07, 0.05, -0.09]
}



Entry 7:
{
  "formula": "C4H13N2OS",
  "method": "wB97M-V/def2-TZVPD",
  "max_force_ev_per_a": 1.8,
  "charge": -1,
  "homo_lumo_gap_ev": 6.10,
  "e_above_lowest_kj_mol": 66.2,
  "homo_energy_ev": -2.6,
  "symbols": ["C", "N", "C", "C", "S", "C", "N", "H", "H", "H", "H", "H", "H", "H", "H", "H", "H", "H", "H", "H", "O"],
  "coordinates": [[-0.00089, 1.50313, -0.44878], [0.87729, 0.40410, -0.81481], [0.76010, -0.76605, 0.13216], [1.85064, -1.76962, -0.13289], [2.35182, -2.71900, 1.35016], [-1.43726, 1.37719, -1.00078], [-1.52741, 0.54887, -2.23550], [0.42896, 2.43276, -0.82444], [-0.09834, 1.58970, 0.64879], [1.82529, 0.74354, -0.68512], [0.83358, -0.35611, 1.14854], [-0.27824, -1.09365, 0.00743], [1.62996, -2.43778, -0.96878], [2.73030, -1.20475, -0.46782], [-2.15024, 0.95519, -0.29273], [-1.79515, 2.37829, -1.25347], [-1.90879, -0.34799, -1.95577], [-0.57868, 0.31634, -2.51825], [-1.32543, -1.16249, 3.86969], [-0.85672, -0.15804, 2.80862], [-1.33076, -0.23364, 3.63378]],
  "atomic_forces_ev_per_a": [[-0.4, -0.1, 0.4], [0.2, -0.2, 0.5], [-0.6, 1.5, -0.8], [0.6, -0.3, 0.3], [-0.3, 0.0, 0.0], [-0.1, -0.4, -1.1], [0.0, 0.0, 0.4], [0.1, 0.0, 0.0], [0.2, 0.2, -0.1], [0.0, -0.1, -0.2], [0.2, -0.3, 0.1], [0.2, -0.6, 0.1], [-0.3, 0.0, 0.0], [-0.1, 0.1, 0.0], [0.2, 0.1, 0.3], [0.0, 0.1, 0.2], [0.0, 0.0, -0.2], [0.1, 0.1, 0.0], [0.2, -0.2, -0.2], [0.4, -0.2, -0.3], [-0.5, 0.4, 0.5]],
  "lowdin_charge": [-0.26, -0.11, -0.34, -0.79, 0.05, -0.27, -0.03, 0.10, 0.10, 0.09, 0.07, 0.10, 0.03, 0.03, 0.09, 0.08, 0.04, 0.04, 0.03, 0.00, -0.06]
}



Entry 8:
{
  "formula": "C4H13N2S",
  "method": "wB97M-V/def2-TZVPD",
  "max_force_ev_per_a": 2.3,
  "charge": -1,
  "homo_lumo_gap_ev": 6.64,
  "e_above_lowest_kj_mol": 89.7,
  "homo_energy_ev": -2.6,
  "symbols": ["C", "C", "S", "N", "H", "H", "H", "H", "H", "H", "C", "C", "N", "H", "H", "H", "H", "H", "H", "H"],
  "coordinates": [[-2.23475, 0.18720, -0.70960], [-1.74532, -1.22394, -0.95179], [0.06807, -1.30750, -0.75118], [-1.50985, 1.23303, -1.48719], [-2.02929, 0.36746, 0.35167], [-3.31136, 0.18958, -0.94574], [-2.06054, -1.54842, -1.96225], [-2.25539, -1.92941, -0.22478], [-1.76894, 1.19675, -2.48881], [-0.54222, 0.90134, -1.46572], [2.44049, 0.51524, 0.44281], [1.26440, 0.41021, 1.47419], [1.51722, 1.35834, 2.56612], [3.43963, 0.10366, 0.89128], [2.16331, -0.10884, -0.39902], [2.67905, 1.53278, 0.14571], [0.35059, 0.73348, 0.97969], [1.05381, -0.63367, 1.73966], [0.62345, 1.62300, 3.02551], [2.16824, 1.02038, 3.28543]],
  "atomic_forces_ev_per_a": [[0.2, 0.2, -0.4], [0.0, -1.2, 0.1], [-0.5, -0.8, -0.5], [-0.7, -0.3, -0.3], [-0.4, 0.3, -0.1], [0.1, 0.5, 0.3], [0.1, 0.1, 0.2], [0.4, 0.7, -0.7], [0.0, -0.2, 0.8], [0.1, 0.0, 0.0], [1.0, -1.4, 1.6], [1.1, 0.9, -0.6], [-0.7, 0.3, 1.2], [-1.7, 0.5, -0.6], [0.2, 0.1, -0.3], [-0.4, 0.2, 0.0], [0.1, 0.1, -0.1], [0.4, 0.2, 0.1], [1.0, -0.4, -0.3], [-0.5, 0.0, -0.5]],
  "lowdin_charge": [-0.42, -0.74, 0.31, -0.06, 0.08, 0.09, 0.03, 0.05, 0.05, -0.02, -0.16, -0.41, -0.06, 0.08, -0.04, 0.05, 0.04, 0.06, 0.06, 0.05]
}



Entry 9:
{
  "formula": "C4H13N2S",
  "method": "wB97M-V/def2-TZVPD",
  "max_force_ev_per_a": 1.7,
  "homo_lumo_gap_ev": [3.91, 9.98],
  "e_above_lowest_kj_mol": 212.5,
  "homo_energy_ev": [-3.2, -9.4],
  "spin_multiplicity": 2,
  "symbols": ["N", "C", "C", "S", "C", "N", "C", "H", "H", "H", "H", "H", "H", "H", "H", "H", "H", "H", "H", "H"],
  "coordinates": [[-0.49514, -1.57402, -0.77424], [0.03875, -0.19908, -0.60039], [0.03924, 0.60733, -1.87151], [0.72131, -0.21786, -3.33974], [-0.72708, 0.45700, 0.54465], [-0.32087, -0.16570, 1.82056], [0.63692, 0.63112, 2.57547], [-0.06125, -2.06090, -1.58770], [-1.53915, -1.56858, -0.93825], [-0.25106, -2.15162, 0.07092], [1.06354, -0.39344, -0.33107], [-0.94511, 0.94357, -2.19472], [0.53623, 1.56430, -1.71213], [1.96503, 0.28443, -3.29279], [-0.48786, 1.52258, 0.60525], [-1.76530, 0.29231, 0.35769], [-1.13122, -0.39928, 2.36437], [1.57677, 0.65174, 2.03558], [0.83424, 0.11966, 3.50645], [0.31201, 1.65642, 2.76160]],
  "atomic_forces_ev_per_a": [[0.1, -0.3, -0.1], [0.1, 0.0, -0.1], [-0.4, 0.7, -0.8], [0.1, 0.0, -0.1], [1.4, -0.4, 0.9], [-0.2, 0.2, -0.7], [-0.2, -0.5, -0.3], [-0.1, 0.1, 0.0], [-0.2, -0.2, 0.0], [-0.3, 0.0, 0.0], [0.5, 0.3, 0.3], [-0.3, -0.4, 0.3], [0.4, -0.1, 0.1], [0.0, 0.0, 0.2], [-0.2, 0.1, -0.4], [-0.8, 0.2, 0.0], [-0.2, 0.0, 0.3], [0.2, 0.1, -0.2], [0.0, 0.0, 0.4], [0.0, 0.1, 0.1]],
  "lowdin_charge": [0.07, -0.45, -0.57, 0.64, -0.21, -0.13, -0.13, 0.04, 0.03, 0.07, 0.13, 0.06, 0.08, -0.15, 0.12, 0.09, 0.09, 0.07, 0.08, 0.08]
}



Entry 10:
{
  "formula": "C4H13N2S",
  "method": "wB97M-V/def2-TZVPD",
  "max_force_ev_per_a": 2.2,
  "charge": 1,
  "homo_lumo_gap_ev": 9.06,
  "e_above_lowest_kj_mol": 98.4,
  "homo_energy_ev": -12.3,
  "smiles": "NC[C@H]([NH3+])CCS",
  "symbols": ["N", "C", "C", "C", "S", "C", "N", "H", "H", "H", "H", "H", "H", "H", "H", "H", "H", "H", "H", "H"],
  "coordinates": [[-1.18475, -1.52589, -0.88250], [-0.11343, -0.97883, 0.15775], [0.30181, 0.42851, -0.17445], [-0.47801, 1.47103, 0.61453], [0.06099, 3.20715, 0.18688], [0.97686, -2.10736, 0.17328], [0.53572, -3.41963, -0.16189], [-2.15724, -1.27815, -0.68972], [-1.00707, -2.55116, -0.79709], [-0.89118, -1.15618, -1.79102], [-0.68761, -0.99709, 1.08574], [0.08876, 0.53442, -1.24212], [1.38151, 0.53814, -0.05227], [-0.43188, 1.47114, 1.69689], [-1.52557, 1.27414, 0.34870], [0.60594, 3.36945, 1.42236], [1.81665, -1.82498, -0.45691], [1.40584, -2.10791, 1.17637], [0.80869, -3.85265, -1.01724], [0.12044, -4.02646, 0.50601]],
  "atomic_forces_ev_per_a": [[1.1, 1.0, 0.7], [-1.5, -1.6, -0.2], [0.5, -0.2, 0.1], [-0.4, 0.8, -0.9], [-0.2, -0.8, 0.7], [0.7, 0.5, 0.6], [-1.1, 0.4, -0.6], [0.3, 0.0, 0.0], [-0.1, -0.1, -0.4], [-0.4, -0.4, 0.0], [0.2, -0.1, 0.1], [0.3, 0.6, 0.0], [0.0, 0.0, 0.0], [0.3, -0.7, 0.1], [0.0, 0.7, 0.2], [-0.1, 0.2, -0.6], [-0.1, 0.1, -0.3], [-0.1, 0.2, 0.1], [0.4, -0.2, -0.2], [0.1, -0.3, 0.6]],
  "lowdin_charge": [0.20, -0.24, -0.25, -0.54, 0.71, -0.20, 0.01, 0.17, 0.12, 0.16, 0.15, 0.12, 0.12, 0.07, 0.07, -0.12, 0.13, 0.13, 0.10, 0.10]
}